A single C8H13N3O2S molecule in a non-equilibrium geometry. Source: the Open Molecules 2025 dataset; level of theory: wB97M-V/def2-TZVPD.

Last column: Löwdin charge in e.
Cartesian coordinates (Å):
O 3.3898 1.0901 -0.0384  0.107
O 0.7604 0.3857 3.0428  0.111
S -0.2373 -2.0622 -0.9017  0.996
C 2.3708 0.5906 0.2872  -0.591
C 0.7627 0.2808 1.8695  -0.522
N 1.8652 0.8723 1.4682  0.194
N 1.5788 -0.1682 -0.5636  0.120
N 0.0371 -0.6509 1.1244  -0.026
C -0.3029 2.2159 -0.8369  -0.060
C -1.0574 0.5017 -2.4358  -0.103
C -1.0441 -2.6279 0.6614  -0.389
C -1.0319 -1.4916 1.6430  -0.172
C 0.1948 -0.4177 -0.2752  -0.674
C -0.7594 0.6856 -0.9001  -0.318
H 2.4660 1.3450 2.1818  0.217
H 2.0416 -0.7965 -1.2295  0.145
H 0.7177 2.3902 -1.3370  0.116
H -1.0818 2.9686 -1.1152  0.085
H -0.3520 2.4785 0.2048  0.047
H -1.9003 -0.2413 -2.6220  0.086
H -0.1695 0.0640 -2.7491  0.029
H -1.3453 1.3846 -3.0092  0.075
H -2.0147 -2.9506 0.3703  0.058
H -0.5429 -3.4804 1.1442  0.087
H -0.7875 -2.0086 2.5897  0.136
H -1.8685 -0.8066 1.8187  0.132
H -1.6895 0.4487 -0.3923  0.117

total charge	0
LUMO level	0.52	eV
ΔE to the lowest compared entry with this formula, charge and spin	37.97	kcal/mol
structure (SMILES)	CC(C)[C@@]12NC(=O)NC(=O)N1CCS2

***

2 unconnected molecules or ions with the total composition C8H13N5 in a non-equilibrium geometry. Source: the Open Molecules 2025 dataset; level of theory: wB97M-V/def2-TZVPD.

Last column: Löwdin charge in e.
Cartesian coordinates (Å):
C -3.1004 -0.3403 -0.9362  -0.098
C -2.2492 -1.1850 0.9209  -0.144
C -2.4022 0.6907 -0.3277  -0.189
C -1.9202 2.0210 -0.2312  -0.046
C 1.2009 -1.9466 -0.6047  -0.104
C 3.0716 0.6705 -0.5604  -0.082
C 1.0645 -1.1746 0.6959  -0.276
C 1.6321 0.9089 -0.1764  -0.247
N -2.9372 -1.4684 -0.1821  0.018
N -1.2283 2.0616 0.9386  -0.078
N -1.9287 0.1476 0.8996  -0.097
N -1.1475 0.9488 1.5788  0.020
N 0.8167 0.2244 0.4584  -0.001
H -3.6193 -0.1304 -1.9515  0.137
H -2.0562 -1.9435 1.8237  0.169
H -1.9216 2.8767 -0.8231  0.078
H 2.1128 -1.7433 -1.1808  0.055
H 1.0628 -2.9924 -0.3665  0.068
H 0.4344 -1.5958 -1.3379  0.089
H 3.4556 -0.4139 -0.4261  0.087
H 3.1299 0.8681 -1.6885  0.103
H 3.6594 1.4006 -0.0748  0.049
H 0.1226 -1.5142 1.2997  0.098
H 2.0452 -1.2876 1.2520  0.126
H -0.7770 2.9138 1.3082  0.160
H 1.4794 2.0032 -0.3079  0.106

expectation value of S²	2.032
multiplicity	3
total charge	0
LUMO level (spin up / spin down)	0.87 / -0.91	eV
ΔE to the lowest compared entry with this formula, charge and spin	7.89	kcal/mol

***

2 unconnected molecules or ions with the total composition C8H13NO in a non-equilibrium geometry. Source: the Open Molecules 2025 dataset; level of theory: wB97M-V/def2-TZVPD.

Last column: Löwdin charge in e.
Cartesian coordinates (Å):
C -2.8420 0.0851 0.4982  -0.138
C -1.7711 -0.7035 0.1124  -0.150
C -2.4014 1.3847 0.5119  -0.116
C -0.6459 0.1475 -0.0726  -0.060
C 1.4789 -1.4320 -1.5396  -0.049
C 1.3901 -1.6986 1.0809  0.004
C -0.3156 2.5900 -0.0016  -0.030
C 1.5521 -0.7733 -0.1968  -0.353
N -1.0613 1.3927 0.1543  -0.205
O 2.3736 0.2743 0.0195  0.044
H -3.7672 -0.2119 0.9322  0.083
H -1.7757 -1.7851 0.2156  0.078
H -2.9496 2.1634 0.8589  0.073
H 0.6414 -2.0462 -1.6435  0.062
H 1.3550 -0.6401 -2.2931  0.095
H 2.4269 -2.0586 -1.6223  0.120
H 2.0648 -1.2957 1.8190  0.079
H 1.6563 -2.6186 0.7671  0.030
H 0.3430 -1.6365 1.4253  0.076
H -0.8642 3.2512 -0.6891  0.099
H -0.2559 2.9531 1.0128  0.099
H 0.5054 2.2750 -0.5621  0.059
H 2.8623 0.3831 -0.7873  0.101

total charge	0
LUMO level	0.58	eV
ΔE to the lowest compared entry with this formula, charge and spin	102.81	kcal/mol

***

2 unconnected molecules or ions with the total composition C8H13NO2 in a non-equilibrium geometry. Source: the Open Molecules 2025 dataset; level of theory: wB97M-V/def2-TZVPD.

Last column: Löwdin charge in e.
Cartesian coordinates (Å):
C -0.1400 2.3025 0.2914  -0.337
C -2.3061 1.1721 -0.3112  -0.144
C -1.0930 1.3641 0.1408  -0.085
C -2.7944 -0.2915 -0.4756  -0.073
C 0.2513 -1.6490 1.0237  0.005
C 1.0904 -0.2299 -2.3137  0.019
C 2.0411 0.3027 1.6834  -0.109
C 0.6905 -0.6159 0.0469  -0.366
N 0.8504 2.9059 0.3828  0.128
O 0.6557 -1.0712 -1.1858  -0.060
O 1.8090 0.1390 0.3618  -0.072
H -2.9384 1.9356 -0.4579  0.053
H -2.9615 -0.7756 0.4993  0.081
H -3.7430 -0.1337 -0.9405  0.055
H -2.0475 -0.7557 -1.0053  0.023
H -0.2544 -1.0753 1.8613  0.118
H -0.4255 -2.4396 0.6637  0.108
H 1.1826 -1.9738 1.5453  0.092
H 0.7419 0.7871 -2.1885  0.087
H 0.7289 -0.6709 -3.2411  0.090
H 2.2305 -0.3247 -2.2388  0.122
H 1.3233 0.9262 2.0853  0.067
H 3.0297 0.8287 1.6664  0.137
H 2.0787 -0.6571 2.1063  0.062

total charge	0
LUMO level (spin up / spin down)	0.23 / 0.23	eV
ΔE to the lowest compared entry with this formula, charge and spin	140.98	kcal/mol

***

| no. | M (g/mol) |
| --- | --- |
| 1 | 215.3 |
| 2 | 179.2 |
| 3 | 139.2 |
| 4 | 155.2 |